# 1
{"formula": "C4H7F2NO4S", "method": "wB97M-V/def2-TZVPD", "species": ["C", "C", "C", "F", "N", "C", "O", "O", "S", "O", "O", "F", "H", "H", "H", "H", "H", "H", "H"], "positions_angstrom": [[-1.343, -0.926, -2.236], [-1.578, -1.463, -0.693], [-0.385, -0.978, 0.357], [-0.186, -2.155, 1.284], [-0.938, 0.169, 1.194], [0.144, 1.245, 1.420], [-0.227, 2.503, 1.169], [1.441, 0.790, 1.938], [2.759, 1.533, 1.157], [3.110, 0.958, -0.237], [4.018, 1.243, 2.066], [2.664, 3.239, 1.021], [-1.337, 0.267, -2.279], [-0.394, -1.409, -2.730], [-2.269, -1.260, -2.901], [-2.643, -1.039, -0.362], [-1.711, -2.649, -0.704], [0.626, -0.709, -0.175], [-1.752, 0.642, 0.709]], "lowdin_charge": [-0.145, -0.180, -0.226, -0.102, 0.095, -0.300, 0.015, -0.132, 0.942, -0.288, -0.305, -0.191, 0.091, 0.084, 0.086, 0.121, 0.132, 0.162, 0.140], "homo_energy_ev": -11.591, "homo_lumo_gap_ev": 9.28, "smiles": "CC[C@H](F)NC(=O)OS(=O)(=O)F", "energy_ha": -1110.047547}

=====

# 2
{"formula": "C4H7F3N2", "method": "wB97M-V/def2-TZVPD", "species": ["C", "C", "N", "C", "F", "F", "F", "H", "H", "H", "H", "C", "N", "H", "H", "H"], "positions_angstrom": [[-1.047, 0.841, 1.844], [-0.720, 0.726, 0.477], [0.305, 1.209, -0.319], [-1.813, 0.008, -0.448], [-1.930, 0.826, -1.551], [-3.022, -0.153, 0.119], [-1.375, -1.191, -0.903], [-1.998, 0.434, 2.288], [-0.433, 1.195, 2.630], [1.202, 1.256, 0.179], [-0.030, 1.856, -0.974], [2.497, -1.447, -0.887], [1.717, -0.878, -0.163], [2.570, -2.549, -1.192], [3.191, -0.701, -1.503], [0.884, -1.432, 0.404]], "lowdin_charge": [0.080, -0.296, 0.060, -0.531, 0.087, 0.128, 0.114, 0.072, 0.029, 0.101, 0.079, -0.205, -0.033, 0.080, 0.098, 0.137], "de_lowest_kcal_mol": 49.13, "homo_energy_ev": -8.580, "homo_lumo_gap_ev": 9.58, "smiles": "C=C(N)C(F)(F)F.C=N", "energy_ha": -565.631309}

=====

# 3
{"formula": "C4H7F3N3", "method": "wB97M-V/def2-TZVPD", "species": ["C", "C", "C", "C", "N", "N", "N", "F", "F", "F", "H", "H", "H", "H", "H", "H", "H"], "positions_angstrom": [[0.207, 1.053, -0.384], [1.505, 0.383, 0.137], [1.458, -0.937, 0.732], [-1.642, -1.813, -0.004], [-0.695, -1.000, -0.566], [-0.781, 0.297, -0.690], [0.178, 2.417, -0.287], [-1.852, -1.541, 1.280], [-2.789, -1.552, -0.633], [-1.380, -3.092, -0.118], [2.046, 0.454, -0.919], [1.885, 1.141, 0.815], [2.204, -1.679, 0.462], [0.921, -1.042, 1.623], [-1.579, 0.946, -0.933], [0.763, 2.998, 0.364], [-0.447, 2.967, -0.879]], "lowdin_charge": [-0.279, -0.132, 0.211, -0.758, 0.144, 0.081, 0.173, 0.159, 0.162, 0.207, 0.193, 0.124, 0.110, 0.075, 0.235, 0.163, 0.133], "de_lowest_kcal_mol": 74.81, "homo_energy_ev": [-13.872, -13.066], "homo_lumo_gap_ev": [8.46, 6.48], "charge": 1, "energy_ha": -620.074183}

=====

# 4
{"formula": "C4H7FIP", "method": "wB97M-V/def2-TZVPD", "species": ["C", "C", "C", "C", "F", "P", "I", "H", "H", "H", "H", "H", "H", "H"], "positions_angstrom": [[0.147, -0.821, 0.538], [0.379, 0.449, 0.151], [-0.117, -1.892, -0.385], [0.282, 1.597, 1.136], [1.039, 2.359, -1.423], [0.752, 0.811, -1.538], [-2.581, -0.214, -2.616], [-0.117, -1.036, 1.598], [-0.583, -1.635, -1.263], [-0.716, -2.562, 0.208], [0.684, -2.580, -0.578], [-0.097, 1.223, 2.071], [1.251, 1.917, 1.336], [-0.323, 2.382, 0.767]], "lowdin_charge": [-0.182, -0.534, -0.165, -0.092, -0.337, 0.982, -0.090, 0.131, -0.087, 0.086, 0.092, 0.076, 0.055, 0.065], "de_lowest_kcal_mol": 32.95, "homo_energy_ev": [-9.104, -8.075], "homo_lumo_gap_ev": [7.37, 5.39], "energy_ha": -895.470294}

=====

# 5
{"formula": "C4H7FN2", "method": "wB97M-V/def2-TZVPD", "species": ["C", "C", "C", "C", "N", "N", "F", "H", "H", "H", "H", "H", "H", "H"], "positions_angstrom": [[0.402, 0.632, -1.707], [0.697, -0.427, -1.007], [-1.115, 1.299, -0.231], [0.754, -1.003, 1.364], [-1.166, 0.054, 0.381], [-0.019, -0.764, 0.163], [-0.460, 2.250, 0.480], [0.592, 1.129, -2.621], [1.463, -1.159, -1.225], [-2.000, 1.705, -0.699], [1.235, -0.097, 1.751], [0.087, -1.402, 2.126], [1.519, -1.745, 1.141], [-1.988, -0.470, 0.085]], "lowdin_charge": [0.103, -0.233, -0.199, -0.078, -0.001, -0.219, 0.001, 0.025, 0.108, 0.115, 0.085, 0.079, 0.080, 0.134], "de_lowest_kcal_mol": 82.77, "homo_energy_ev": -8.387, "homo_lumo_gap_ev": 9.49, "energy_ha": -365.846585}

=====

# 6
{"formula": "C4H7FN2", "method": "wB97M-V/def2-TZVPD", "species": ["C", "C", "C", "C", "H", "H", "H", "H", "H", "H", "H", "N", "N", "F"], "positions_angstrom": [[-0.174, -0.086, 1.686], [0.039, -0.477, 0.171], [-0.460, 0.667, -0.825], [-0.549, 1.906, -0.360], [-0.013, -1.075, 2.238], [0.587, 0.587, 2.130], [-1.095, 0.416, 2.111], [-0.873, 0.226, -1.827], [-0.195, 2.195, 0.710], [1.815, -1.012, -1.696], [1.051, -2.752, -1.523], [0.331, -1.661, -0.212], [0.779, -1.765, -1.575], [-1.242, 2.831, -1.028]], "lowdin_charge": [-0.086, -0.339, -0.036, -0.193, 0.083, 0.064, 0.085, 0.137, 0.140, 0.210, 0.047, -0.064, -0.064, 0.016], "de_lowest_kcal_mol": 80.42, "homo_energy_ev": -8.719, "homo_lumo_gap_ev": 9.23, "energy_ha": -365.850333}

=====

# 7
{"formula": "C4H7FN2", "method": "wB97M-V/def2-TZVPD", "species": ["N", "N", "C", "C", "C", "C", "F", "H", "H", "H", "H", "H", "H", "H"], "positions_angstrom": [[-1.910, -0.726, -0.219], [-1.823, 0.643, -0.019], [-0.722, 1.284, 0.002], [0.524, 0.466, -0.305], [0.764, -0.912, 0.355], [1.815, 0.169, 0.428], [2.857, 0.095, -0.477], [-3.019, -1.044, 0.004], [-1.425, -1.183, -0.907], [-0.595, 2.331, 0.198], [0.466, 0.517, -1.395], [0.099, -0.763, 1.268], [0.932, -1.703, -0.292], [2.037, 0.825, 1.358]], "lowdin_charge": [-0.032, -0.071, -0.152, -0.248, -0.051, -0.270, -0.015, 0.181, 0.030, 0.098, 0.137, 0.137, 0.086, 0.172], "de_lowest_kcal_mol": 85.53, "homo_energy_ev": -8.639, "homo_lumo_gap_ev": 9.69, "smiles": "N/N=C\\[C@@H]1C[C@H]1F", "energy_ha": -365.842188}

=====

# 8
{"formula": "C4H7FN2O", "method": "wB97M-V/def2-TZVPD", "species": ["O", "C", "C", "N", "N", "C", "C", "F", "H", "H", "H", "H", "H", "H", "H"], "positions_angstrom": [[2.471, 0.964, -0.349], [1.835, 0.431, 0.789], [0.389, 0.109, 0.470], [-0.540, 0.651, 1.189], [-1.741, 0.085, 0.860], [-1.744, -0.466, -0.540], [-0.225, -0.693, -0.654], [0.189, -0.157, -1.849], [1.917, 0.725, -1.112], [2.349, -0.484, 1.162], [1.900, 1.087, 1.648], [-2.495, 0.755, 0.992], [-2.138, 0.191, -1.357], [-2.199, -1.456, -0.573], [0.033, -1.743, -0.675]], "lowdin_charge": [-0.052, -0.205, -0.209, 0.085, -0.067, -0.083, -0.266, -0.011, 0.071, 0.122, 0.113, 0.113, 0.135, 0.108, 0.147], "de_lowest_kcal_mol": 48.78, "homo_energy_ev": -9.107, "homo_lumo_gap_ev": 10.05, "smiles": "OCC1=NNC[C@H]1F", "energy_ha": -441.173479}